Record 1
Entry from the Open Molecules 2025 dataset: the molecule C2H6N2Si (ωB97M-V with the def2-TZVPD basis set).

```
11
Properties=species:S:1:pos:R:3:mulliken_charge:R:1
Si 2.31 0.10 -0.11 0.16
N 0.91 0.83 -0.10 -0.21
N -0.37 0.86 -0.53 -0.09
C -1.20 -0.34 -0.52 -0.44
C -1.42 0.82 0.36 -0.36
H 3.53 0.74 0.35 -0.06
H 2.64 -1.51 -0.27 -0.07
H -0.72 -1.22 -0.18 0.28
H -1.91 -0.54 -1.30 0.21
H -2.24 1.48 0.02 0.25
H -1.39 0.48 1.36 0.34
```

The spin multiplicity is 1. As for the energy above the lowest of the compared OMol25 structures with the same formula, charge and spin: 89.18 kcal per mole.

Record 2
Entry from the Open Molecules 2025 dataset: a cluster of 2 separate species, C29H51BIN2O10PS4 in total (ωB97M-V with the def2-TZVPD basis set).

```
99
Properties=species:S:1:pos:R:3:mulliken_charge:R:1
C -3.91 -2.14 4.53 -1.00
C -4.05 -1.55 3.10 -0.57
I -6.24 -1.21 2.93 0.00
C -3.43 -0.14 2.90 -2.46
C -1.98 0.16 2.46 2.07
C -1.90 1.73 2.28 -1.03
C -2.89 2.62 3.06 -1.10
C -2.30 4.06 3.13 -0.87
S -2.55 4.97 1.55 -0.24
C -1.37 -0.53 1.18 0.90
C -2.20 -0.21 -0.11 -2.29
C -3.69 -0.63 -0.16 -0.02
C -4.06 -1.26 -1.55 -0.71
C -5.22 -2.28 -1.31 -0.74
N -4.60 -3.58 -0.91 -0.42
B -1.49 -2.16 1.20 0.05
O -1.62 -2.89 0.01 -0.79
O -1.59 -2.93 2.35 -0.50
C 0.20 -0.24 0.97 2.06
C 0.83 -1.13 -0.14 -0.76
C 1.94 -0.57 -1.08 -1.97
C 3.33 -0.22 -0.59 0.48
C 4.39 -1.09 -0.37 0.35
C 5.66 -0.70 0.05 -0.72
C 5.92 0.65 0.25 -0.56
C 4.89 1.56 0.00 -0.85
C 3.64 1.15 -0.41 -0.03
N 0.56 1.16 0.69 -0.41
C 0.17 1.87 -0.20 0.36
S -0.31 2.61 -1.52 -0.33
C 1.04 -0.44 2.33 0.31
O 2.27 0.22 2.15 -0.31
C 1.46 -1.85 2.80 -1.67
C 2.87 -2.35 2.35 0.51
C 3.05 -3.73 3.12 -0.93
S 3.00 -5.18 2.02 -0.25
O 0.52 0.31 3.46 -0.69
S -0.95 -0.06 3.96 1.80
O -1.30 0.92 4.95 -0.83
O -1.02 -1.36 4.56 -0.65
H -4.78 -2.77 4.78 0.52
H -3.75 -1.35 5.28 0.26
H -3.02 -2.78 4.55 0.15
H -3.89 -2.32 2.35 0.37
H -4.11 0.41 2.22 0.72
H -3.54 0.28 3.91 0.91
H -2.04 2.03 1.23 0.29
H -0.90 2.10 2.53 0.72
H -3.11 2.35 4.10 0.50
H -3.85 2.74 2.53 0.50
H -1.21 4.03 3.31 0.39
H -2.72 4.65 3.95 0.50
H -2.42 6.26 1.94 0.13
H -2.21 0.86 -0.36 0.40
H -1.74 -0.64 -1.02 0.92
H -4.34 0.27 -0.11 0.67
H -4.09 -1.33 0.59 -0.84
H -4.42 -0.49 -2.25 0.37
H -3.23 -1.87 -1.95 0.33
H -5.81 -2.47 -2.22 0.44
H -5.84 -1.98 -0.45 0.23
H -4.97 -4.34 -1.48 0.24
H -4.86 -3.82 0.04 0.16
H -0.83 -3.43 -0.14 0.33
H -1.06 -3.73 2.19 0.33
H 0.09 -1.44 -0.90 0.63
H 1.19 -2.11 0.24 0.38
H 1.60 0.25 -1.72 -0.21
H 2.11 -1.39 -1.82 0.87
H 4.20 -2.16 -0.52 0.30
H 6.39 -1.49 0.22 0.40
H 6.91 0.94 0.60 0.40
H 5.14 2.62 0.13 0.40
H 2.88 1.92 -0.60 0.24
H 2.24 1.08 2.60 0.46
H 0.81 -2.70 2.60 -0.16
H 1.55 -1.80 3.90 0.77
H 2.89 -2.62 1.30 -0.48
H 3.69 -1.72 2.70 0.30
H 2.35 -3.80 3.96 0.42
H 4.05 -3.72 3.58 0.49
H 3.64 -4.73 0.91 0.12
C 0.77 4.29 -6.77 -0.71
O 1.07 2.88 -6.78 -0.31
P 2.70 2.47 -6.68 1.11
O 2.54 1.01 -6.96 -0.68
O 2.78 2.81 -5.10 -0.39
C 2.02 2.01 -4.19 -0.44
O 4.35 2.61 -6.78 -0.28
C 4.92 2.35 -8.07 -0.69
H -0.31 4.40 -6.86 0.24
H 1.09 4.75 -5.83 0.32
H 1.24 4.80 -7.61 0.29
H 1.58 1.13 -4.67 0.39
H 1.22 2.62 -3.77 0.08
H 2.68 1.68 -3.39 0.18
H 4.37 2.87 -8.86 0.32
H 4.92 1.28 -8.27 0.30
H 5.94 2.71 -8.06 0.24
```

The spin multiplicity is 1.

no.,HOMO level (eV),orbital gap (eV)
1,-8.0,8.2
2,-9.0,7.9